Density functional theory data (ωB97M-V/def2-TZVPD) for a structure of composition C49H134N10O16 in a non-equilibrium geometry.

Computed properties:
DFT total energy ... -3698.19409 Ha
LUMO energy ... 0.45 eV
HOMO level ... -8.51 eV
HOMO-LUMO gap ... 8.96 eV

Structure (XYZ):
```
209
Properties=species:S:1:pos:R:3:forces:R:3:lowdin_charge:R:1
O 2.890707 13.063796 -21.681168 -0.58 0.50 -0.45 -0.1946
O -0.199705 6.058855 -22.988640 0.28 0.07 0.01 -0.1573
O 6.304190 8.614998 -20.829430 0.03 -0.40 0.28 -0.1952
O 5.562497 13.676169 -27.726033 0.05 0.16 0.10 -0.1900
O 5.373648 4.847997 -28.869052 -0.49 -0.45 0.31 -0.1519
O -1.723961 12.040065 -22.452251 0.30 0.08 0.73 -0.1332
O 0.026969 6.036233 -28.929374 0.25 -0.59 0.10 -0.1538
O 3.474793 2.529502 -20.467835 -0.32 0.37 0.05 -0.1999
O -0.473994 10.366491 -24.268721 -0.19 -0.16 0.86 -0.2064
O 4.928105 8.431404 -27.938135 -0.17 -0.05 -0.42 -0.1793
O -1.786649 5.514051 -25.402093 0.33 0.40 0.19 -0.1076
O 2.481958 5.900658 -22.192676 -0.75 -0.07 -0.26 -0.2151
O 0.117972 0.106502 -24.074293 0.35 0.24 -0.21 -0.2103
O 10.361040 11.580418 -20.190902 0.07 -0.07 0.22 -0.2068
O -4.334341 -4.382605 -23.109073 0.40 0.59 0.46 -0.1825
O 2.484514 6.027013 -17.314500 0.08 0.06 -0.12 -0.1873
N 1.808940 8.704058 -22.773044 0.21 -0.05 -0.53 -0.0488
N -2.337131 8.821769 -28.532152 0.72 0.03 0.12 0.0435
N -2.664111 -2.186775 -23.551052 0.31 -1.10 -0.82 -0.0501
N 3.814293 12.543667 -18.239382 0.47 0.27 0.21 0.0506
N 3.184290 10.916207 -27.365818 -0.20 -0.42 -0.81 0.0363
N 1.987315 -0.581126 -21.769783 0.41 0.62 0.43 0.0457
N 7.074906 2.982475 -26.186437 0.48 0.55 -0.43 0.0287
N 3.722907 8.911632 -25.174169 0.38 0.08 1.17 0.0607
N 7.308822 11.833675 -19.347240 -0.17 -0.15 -0.34 -0.0575
N 0.368497 7.692763 -16.667725 0.18 -0.34 -0.50 0.0385
C 1.498965 12.418778 -19.041359 -0.50 -1.12 -1.20 -0.0491
C 0.826358 10.772597 -23.854853 0.05 0.49 -0.64 -0.1936
C 2.971627 12.417654 -19.417467 -0.05 -0.24 0.46 -0.4463
C 4.013666 7.656975 -25.862499 -1.23 1.00 -0.78 -0.3939
C 3.572603 12.338223 -27.494108 -0.27 -0.94 1.16 -0.3904
C 2.800930 14.076022 -22.668648 -0.44 -0.15 0.11 -0.0898
C -5.281200 -5.364859 -23.088422 -1.16 -2.23 -0.20 -0.1583
C 6.412735 4.527066 -27.983210 0.01 -0.38 0.00 -0.2204
C -0.563647 8.578763 -30.238708 0.38 0.71 0.10 -0.0655
C -0.973205 4.396150 -25.693243 -1.10 -1.27 0.37 -0.1854
C -2.436196 -3.525140 -24.143331 0.33 0.36 0.69 -0.2003
C 2.979263 4.842600 -22.976053 0.83 0.05 -0.56 -0.0909
C -1.435904 7.885539 -29.210561 -0.77 -0.35 -1.33 -0.4501
C 3.435996 1.126598 -20.672279 0.15 0.60 -0.55 -0.1937
C 1.142317 7.909577 -17.922622 -0.61 0.38 1.48 -0.4060
C -1.436957 -1.474319 -23.289313 -0.19 0.76 1.79 -0.2400
C 8.515181 12.520612 -18.914613 -0.27 0.25 0.03 -0.2040
C 9.586439 12.739909 -19.956769 0.54 0.15 -0.53 -0.2420
C 4.734724 3.640329 -26.236590 0.20 1.03 0.29 -0.0593
C 5.689725 5.960212 -29.649057 -0.51 -2.65 -1.15 -0.1079
C 2.765851 7.261780 -26.660895 0.15 -1.14 -0.96 -0.0447
C -2.528257 13.089367 -22.920095 -0.17 0.16 -0.83 -0.1775
C 0.390514 4.941381 -28.085923 -0.30 0.69 -2.35 -0.0966
C 3.308793 12.903879 -26.102373 0.84 0.89 -0.16 -0.0750
C 1.440195 10.101387 -22.656360 -0.01 -0.27 0.37 -0.1779
C 7.540613 10.594394 -20.076126 0.42 -0.13 0.00 -0.2239
C 3.393932 6.994759 -22.124609 0.81 -0.72 -0.22 -0.1871
C 6.835371 8.526514 -22.127817 -0.50 -0.03 -0.51 -0.1125
C 1.720603 6.589340 -18.361149 0.15 0.00 -0.56 -0.2275
C 3.409347 5.078321 -17.815538 0.16 0.52 0.85 -0.1050
C -3.764248 -4.182701 -24.378236 0.18 0.40 -0.06 -0.2314
C 0.676798 0.871926 -25.122957 0.00 0.01 -0.20 -0.0907
C 5.968029 3.403080 -27.089853 -0.08 -2.41 0.77 -0.4303
C 2.683950 8.250427 -21.719010 -0.49 -0.40 0.76 -0.1809
C 5.037032 12.374575 -27.874880 0.13 0.68 -0.59 -0.2208
C 6.904695 13.785631 -28.155554 -0.19 0.61 0.26 -0.1081
C 6.008214 8.484609 -28.841475 0.72 3.36 0.29 -0.1089
C 11.459544 11.821937 -21.036792 0.47 -0.79 0.18 -0.1208
C -0.565182 9.113946 -24.917761 0.78 0.50 -1.21 -0.0663
C 0.921885 1.233041 -20.475348 0.38 1.23 0.30 -0.0421
C 4.615627 2.952813 -19.801331 1.55 -0.12 0.14 -0.1512
C 3.289279 13.508869 -20.423481 0.99 -0.15 0.79 -0.2339
C -0.622363 7.061965 -28.237977 -0.34 0.97 0.20 -0.2182
C 5.265472 7.812261 -26.712270 -0.18 -0.67 0.14 -0.1739
C -0.596946 6.335630 -21.643565 -0.76 -0.32 -0.25 -0.1087
C 2.118980 0.844316 -21.341292 -1.37 -0.94 -0.76 -0.4284
C 2.229881 8.975093 -17.717571 0.06 -0.14 -0.91 -0.0578
C 6.213158 9.936079 -20.355286 -0.73 0.26 0.00 -0.2419
C -0.837646 -0.824528 -24.506886 -0.72 -0.08 -0.33 -0.2363
H 12.237591 12.450056 -20.578057 -0.45 0.43 -0.07 0.0886
H 2.829609 14.437155 -20.050670 -0.21 0.10 -0.57 0.1315
H 5.966039 8.439174 -26.147420 0.16 -0.11 -0.10 0.1291
H 7.956777 3.042150 -26.694779 -0.08 0.13 0.12 0.0630
H -3.664655 -5.143515 -24.889102 0.01 0.05 -0.20 0.1229
H 2.547712 -0.678475 -22.614283 0.04 -0.22 0.14 0.0676
H 0.145435 7.714450 -27.798653 -0.21 0.02 0.34 0.1084
H 2.389603 10.611732 -22.467718 -0.19 0.33 0.00 0.1136
H 1.465556 10.788757 -24.746607 0.20 -0.27 0.14 0.1065
H 5.598796 10.543265 -21.045638 0.18 0.00 -0.09 0.1233
H 6.718255 5.387538 -27.374002 0.13 -0.07 -0.12 0.1195
H 1.036817 -0.624591 -22.116584 0.00 -0.27 -0.06 0.0186
H 4.262800 0.896097 -21.359849 0.02 -0.42 0.22 0.1291
H 5.740931 2.521631 -27.710957 -0.09 0.41 -0.42 0.1380
H -4.894011 -6.366400 -23.376058 0.35 0.36 -0.01 0.0913
H 2.240165 13.616902 -23.481178 0.28 0.15 -0.25 0.0635
H 5.539241 2.501007 -20.207125 -0.27 -0.26 -0.04 0.0952
H 4.004464 10.315376 -27.328767 0.02 0.14 -0.09 0.0367
H -1.289701 6.023360 -24.746090 -0.28 0.02 0.17 0.0401
H -2.385634 14.020168 -22.365376 0.24 -0.30 0.37 0.0717
H -5.670412 -5.536076 -22.085884 0.00 0.51 0.10 0.0888
H 3.034039 8.685459 -24.465487 -0.11 0.29 0.37 0.0240
H 2.373293 6.761521 -19.229916 -0.05 -0.04 0.06 0.1027
H -0.031982 0.810315 -20.782167 0.14 -0.41 -0.01 0.0700
H 7.004907 1.995518 -25.966842 -0.32 0.06 0.09 0.0685
H 0.154590 5.985612 -20.943042 0.10 0.13 0.12 0.0653
H 6.502710 5.730892 -30.359604 0.36 0.08 0.26 0.1186
H -0.506170 4.509902 -26.677770 -2.24 -1.63 2.80 -0.0284
H 5.649965 9.910895 -19.419204 0.07 -0.20 0.03 0.1188
H -1.852383 -3.455102 -25.061350 -0.14 0.14 -0.09 0.1163
H 2.939850 12.828151 -28.232145 0.12 0.08 -0.11 0.1429
H 1.221712 11.460641 -18.596077 0.17 0.27 0.64 0.0527
H 7.612975 13.540394 -27.353549 -0.08 -0.47 -0.16 0.0877
H -6.125659 -5.240196 -23.783136 0.02 0.55 0.14 0.0924
H -1.531285 5.797116 -21.464582 0.09 -0.02 0.14 0.0874
H -2.896204 8.347339 -27.833859 -0.10 -0.03 -0.10 0.0675
H 4.981551 4.467359 -25.556115 -0.34 0.19 -0.23 0.0706
H -2.018679 7.187866 -29.843082 -0.01 -0.25 0.49 0.1383
H 4.377993 13.665455 -20.415692 -0.03 0.11 0.04 0.1158
H -1.309728 6.701109 -27.460677 0.26 -0.15 0.04 0.1181
H 1.225614 13.272549 -18.425954 -0.02 -0.01 0.10 0.0826
H 5.942140 6.846535 -29.064033 -1.80 -7.32 1.96 -0.0331
H 0.371090 8.231366 -18.629358 0.40 0.08 -0.36 0.1312
H 0.716686 5.744428 -22.937462 -0.09 0.35 0.01 0.0431
H 3.218683 5.192159 -23.994016 -0.13 0.02 0.11 0.0707
H 5.128083 12.118488 -28.943025 0.08 -0.42 0.18 0.1268
H 0.926977 5.903019 -18.688494 0.03 -0.04 0.20 0.1267
H 6.795954 12.422289 -19.998838 -0.04 0.26 0.34 0.1027
H 6.142082 8.996636 -22.843553 0.29 0.29 0.00 0.0862
H 0.905504 7.120340 -16.026714 0.05 0.12 0.04 0.0628
H -0.361571 4.151181 -28.255596 0.38 -0.10 -0.29 0.1121
H 2.254658 4.035795 -23.073193 -0.14 0.07 0.36 0.0889
H 7.270636 4.155873 -28.563133 0.19 0.23 0.08 0.1328
H -0.242550 4.188021 -24.908938 0.19 0.20 0.02 0.0841
H 2.974933 6.495526 -27.417834 0.15 -0.11 0.07 0.0746
H 0.779504 10.316055 -21.801726 0.04 -0.11 0.11 0.1293
H 2.251423 12.825494 -25.870343 -0.04 -0.04 0.12 0.0661
H 3.300031 9.668557 -25.717990 0.22 -0.66 -0.31 0.0266
H -4.374936 -3.464664 -24.936155 -0.19 -0.32 -0.29 0.1313
H 0.871221 12.376660 -19.943213 0.12 0.60 0.00 0.0794
H -1.862120 -4.134796 -23.426746 0.04 -0.13 -0.24 0.1260
H 2.217332 14.941074 -22.327390 0.06 -0.11 0.18 0.0920
H 6.929929 8.735938 -28.303814 0.11 0.07 -0.08 0.1137
H -0.020735 1.617643 -25.529956 -0.11 -0.16 0.19 0.0751
H 0.203721 9.188076 -29.745968 0.08 -0.16 -0.06 0.0741
H 0.786971 2.317911 -20.574240 0.02 -0.10 0.03 0.0736
H -1.108702 9.274092 -30.884239 -0.27 -0.14 0.13 0.0739
H 5.805014 9.263347 -29.574975 -0.08 0.24 0.08 0.1073
H 3.348471 12.981190 -17.457791 -0.11 0.00 -0.02 0.0670
H 3.875717 3.867460 -26.867523 -0.05 0.19 0.13 0.0722
H 2.006346 1.433505 -22.263619 0.49 0.38 0.22 0.1148
H 7.085510 14.842431 -28.366887 -0.09 -0.09 -0.18 0.0860
H 8.104757 10.788573 -20.995059 -0.01 -0.21 -0.07 0.1055
H -0.293864 8.245671 -24.329724 -0.29 -0.08 0.50 0.0577
H 8.213223 13.520902 -18.594394 -0.06 -0.05 0.16 0.1190
H 1.355306 4.609771 -28.438862 0.46 -0.25 0.35 0.0975
H 0.707972 11.809101 -23.528452 -0.10 0.03 -0.18 0.1122
H -2.271778 13.348685 -23.957560 -0.22 -0.12 0.03 0.0797
H -1.564714 9.045140 -25.335526 -0.10 -0.17 0.16 0.0932
H 3.652670 13.940611 -26.010696 -0.28 0.01 -0.12 0.0759
H 3.397941 9.033449 -21.459927 0.18 -0.06 -0.19 0.1171
H 1.116970 1.099769 -19.408905 -0.17 -0.47 -0.04 0.0824
H 8.909613 12.008082 -18.035376 0.20 -0.05 -0.08 0.1240
H 0.264457 5.142417 -27.020694 2.66 1.76 -1.56 0.0314
H 3.855112 7.148099 -23.109140 -0.04 0.00 0.10 0.0991
H -0.412401 -1.584176 -25.178525 0.25 0.15 0.01 0.1221
H -0.106042 7.841577 -30.895561 0.20 -0.02 0.13 0.0774
H 4.157306 6.878845 -25.110182 0.44 0.12 0.00 0.1000
H 3.916633 4.447073 -22.564848 -0.16 -0.12 0.12 0.0950
H -3.172037 -2.357585 -22.692482 0.02 0.22 0.05 0.1071
H 4.470758 2.834351 -25.549373 0.25 -0.39 -0.38 0.0728
H -0.824380 7.395479 -21.501011 0.29 0.07 -0.03 0.0836
H 9.124621 13.048428 -20.911779 -0.06 0.07 0.12 0.1274
H 6.873544 7.482142 -22.440484 0.14 -0.09 0.36 0.0869
H 5.708161 6.831558 -26.936657 -0.08 0.24 0.33 0.0952
H 11.975318 10.864104 -21.161759 -0.30 0.00 -0.20 0.0875
H 2.876957 4.326387 -18.397191 0.28 -0.14 -0.12 0.0819
H 4.853922 6.187377 -30.315432 -0.29 0.14 0.38 0.1251
H 6.137160 7.534922 -29.374035 1.88 7.32 -1.78 -0.0182
H 2.333559 8.078070 -27.237617 0.13 0.27 0.25 0.0637
H 4.610046 2.724698 -18.727766 -0.18 -0.04 -0.04 0.0913
H 3.915601 12.352581 -25.378424 -0.26 -0.22 0.05 0.0859
H 1.984135 6.824091 -26.034320 0.06 0.28 0.26 0.0739
H 7.068798 13.197520 -29.063184 0.20 -0.04 0.09 0.0842
H 4.224583 5.572171 -18.362504 -0.38 -0.01 -0.46 0.0896
H 3.922707 4.662279 -16.946171 -0.33 -0.37 -0.02 0.0953
H 4.183414 6.651119 -21.442781 0.07 0.59 0.15 0.1277
H -1.653882 -0.335126 -25.057539 0.10 0.07 0.00 0.1330
H 10.268344 13.552201 -19.661304 -0.17 0.01 0.14 0.1211
H -1.723869 -0.702122 -22.558797 0.09 0.34 -0.49 0.1253
H 2.565042 9.390220 -18.679229 -0.07 -0.08 0.05 0.0568
H 0.142782 9.121073 -25.766845 -0.19 -0.05 0.07 0.0879
H 1.541285 1.405208 -24.726643 0.00 -0.07 0.04 0.0768
H 11.142461 12.188593 -22.018519 0.11 0.19 0.06 0.0892
H 3.547776 0.594304 -19.722091 -0.03 -0.16 -0.08 0.1354
H 5.604586 11.663692 -27.256894 -0.05 -0.06 -0.04 0.1336
H 2.663802 10.549167 -28.157716 -0.02 0.31 -0.02 0.0806
H -2.948357 9.227875 -29.227432 -0.13 0.08 0.15 0.0679
H 1.846984 9.810420 -17.135834 0.08 -0.02 0.17 0.0643
H 8.134674 9.893634 -19.482866 0.06 0.16 0.11 0.1380
H -1.606155 3.502572 -25.744706 -0.15 0.02 0.12 0.0886
H 4.183394 11.657348 -17.931379 0.04 -0.01 0.02 0.0582
H 3.778478 14.441245 -23.002831 0.02 -0.19 -0.01 0.0915
H 2.131103 8.024238 -20.789739 0.03 0.20 -0.05 0.1031
H 0.996934 0.239897 -25.962243 0.06 -0.03 0.15 0.0924
H 4.807823 4.017982 -19.924641 -0.59 0.10 -0.06 0.0737
H 3.110993 8.530517 -17.254118 -0.11 0.07 0.29 0.0830
H 1.048858 8.055654 -22.908431 -0.24 0.08 0.11 0.0732
H 3.255660 11.469985 -19.886118 -0.23 -0.01 -0.15 0.1184
H -1.486259 11.408641 -23.149239 -0.26 0.15 -0.15 0.0351
H -3.593739 12.838120 -22.858851 0.04 0.01 -0.11 0.0725
H 7.834393 8.960003 -22.178712 0.02 0.02 -0.21 0.0813
H 0.177853 8.582213 -16.227874 0.00 -0.01 0.09 0.0596
H -0.662450 -1.992272 -22.690497 -0.08 -0.59 -0.55 0.1209
```
Positions in Å, forces in eV/Å.